Record 1
This record from the Open Molecules 2025 dataset describes a cluster of 2 separate species, C4H12N2O in total in a non-equilibrium geometry. The level of theory is the ωB97M-V functional and the def2-TZVPD basis.

The value obtained for the relative energy (zero: lowest compared OMol25 entry of this formula, charge and spin) is 49.8 kcal per mole. Its frontier orbital gap is 8.12 eV. As for the total energy: -344.30564 hartree. The SMILES is CC/C(N)=C/N.O. The calculation puts the HOMO energy at -7.3 eV.

The geometry in XYZ format:
```
19
Properties=species:S:1:pos:R:3:nbo_charge:R:1
C 2.943 0.900 -0.266 -0.6347
C 1.762 0.671 0.684 -0.4406
C 0.349 0.872 0.065 0.1108
N 0.089 0.287 -1.248 -0.8619
C -0.590 1.713 0.604 -0.0766
N -1.430 2.503 -0.197 -0.8252
H 3.361 0.002 -0.739 0.2130
H 3.770 1.402 0.296 0.2206
H 2.667 1.706 -0.941 0.2207
H 1.728 1.417 1.492 0.2184
H 1.759 -0.352 1.160 0.2022
H -0.626 -0.427 -1.345 0.3738
H 0.944 -0.206 -1.497 0.3587
H -0.485 2.089 1.629 0.1811
H -2.427 2.546 -0.062 0.3647
H -1.288 2.350 -1.186 0.3750
O -4.443 -6.106 0.321 -0.9226
H -4.510 -5.151 0.487 0.4613
H -3.575 -6.217 0.741 0.4613
```

Record 2
This record from the Open Molecules 2025 dataset describes the molecule C26H35ClN4O2S. The level of theory is the ωB97M-V functional and the def2-TZVPD basis.

The value obtained for the relative energy (zero: lowest compared OMol25 entry of this formula, charge and spin) is 3.8 kcal per mole. Its frontier orbital gap is 7.93 eV. As for the total energy: -2239.61726 hartree. The SMILES is CCN1CCCc2cc(CN(CCN3CCOCC3)C(=S)Nc3ccc(OC)c(Cl)c3)ccc21. The calculation puts the HOMO energy at -7.4 eV.

The geometry in XYZ format:
```
69
Properties=species:S:1:pos:R:3:nbo_charge:R:1
C -4.486 -0.044 2.070 -0.6288
C -4.531 -1.557 1.850 -0.2005
N -3.900 -1.982 0.624 -0.4479
C -4.684 -1.865 -0.584 -0.2028
C -4.236 -2.925 -1.582 -0.3992
C -2.794 -2.636 -1.968 -0.4183
C -1.952 -2.376 -0.747 -0.0732
C -0.576 -2.430 -0.869 -0.1962
C 0.272 -2.176 0.199 -0.0852
C 1.770 -2.107 0.024 -0.2318
N 2.320 -0.863 0.555 -0.4369
C 3.445 -0.980 1.456 -0.2446
C 4.732 -1.460 0.769 -0.2180
N 5.566 -0.358 0.333 -0.4368
C 4.995 0.393 -0.773 -0.2652
C 5.903 1.577 -1.100 -0.0717
O 7.209 1.158 -1.425 -0.5230
C 7.760 0.425 -0.359 -0.0721
C 6.904 -0.797 -0.023 -0.2471
C 1.669 0.315 0.389 0.3143
S 1.998 1.657 1.297 -0.2256
N 0.774 0.349 -0.649 -0.6082
C -0.480 0.945 -0.718 0.1445
C -1.226 0.747 -1.876 -0.1786
C -2.508 1.251 -1.996 -0.2995
C -3.086 1.974 -0.961 0.2532
O -4.345 2.493 -0.967 -0.4883
C -5.116 2.365 -2.134 -0.2492
C -2.319 2.185 0.191 -0.0579
Cl -3.002 3.108 1.477 0.0226
C -1.043 1.679 0.322 -0.2515
C -0.303 -1.907 1.433 -0.1912
C -1.671 -1.847 1.578 -0.2781
C -2.534 -2.050 0.493 0.2596
H -3.457 0.302 2.116 0.2163
H -4.984 0.477 1.256 0.2100
H -4.984 0.214 3.000 0.2132
H -4.060 -2.074 2.690 0.1959
H -5.573 -1.889 1.812 0.1957
H -5.737 -2.006 -0.325 0.2042
H -4.571 -0.866 -1.032 0.1764
H -4.883 -2.918 -2.460 0.2093
H -4.306 -3.906 -1.109 0.2068
H -2.375 -3.471 -2.534 0.2163
H -2.761 -1.753 -2.616 0.2062
H -0.156 -2.671 -1.838 0.2002
H 2.247 -2.922 0.576 0.2233
H 2.033 -2.232 -1.036 0.1934
H 3.628 -0.001 1.902 0.2698
H 3.182 -1.681 2.255 0.1969
H 4.484 -2.141 -0.066 0.1605
H 5.315 -2.028 1.499 0.2042
H 4.020 0.778 -0.482 0.2225
H 4.882 -0.243 -1.672 0.1586
H 5.528 2.120 -1.969 0.1940
H 5.931 2.250 -0.232 0.1714
H 8.759 0.120 -0.676 0.1918
H 7.835 1.063 0.535 0.1669
H 7.343 -1.324 0.827 0.2015
H 6.890 -1.478 -0.894 0.1642
H 0.918 -0.344 -1.371 0.3963
H -0.803 0.184 -2.695 0.2013
H -3.054 1.073 -2.910 0.2211
H -4.628 2.836 -2.994 0.1776
H -5.328 1.315 -2.367 0.1694
H -6.052 2.881 -1.925 0.2038
H -0.491 1.860 1.228 0.2640
H 0.328 -1.712 2.289 0.2155
H -2.065 -1.616 2.553 0.2153
```

Which formula does entry 1 have? C4H12N2O

frontier orbital gap of number 1 (C4H12N2O)? 8.12 eV

HOMO energy of number 2 (C26H35ClN4O2S)? -7.4 eV

Which value of frontier orbital gap does entry 2 give? 7.93 eV